Record 1
Molecular formula: C15H41MnO16S5
Method: DFT, wB97M-V/def2-TZVPD

Net charge: +1
2S+1: 6
Highest occupied orbital energy (spin up / spin down) (eV): -13.15 / -13.32
Energy relative to the best compared isomer or geometry (same formula, charge and spin) (kcal/mol): 0.0
E_tot (hartree): -4941.6306

Each line ends with the Mulliken spin population.
Cartesian coordinates (Å):
1 Mn 2.3582 -2.0052 -0.3470  4.8623
2 O 1.1562 -0.5586 -0.0766  -0.0019
3 H 1.0747 0.2957 -0.5233  0.0277
4 O -0.7931 -2.2112 -3.5282  0.0021
5 S 0.5998 -2.1338 -3.3919  -0.0037
6 O 1.1538 -2.7063 -2.1817  0.0131
7 O 1.2170 -2.8421 -4.6488  0.0025
8 C 2.6086 -3.2334 -4.6319  -0.0016
9 C 2.7691 -4.4708 -5.4721  0.0005
10 C 1.1436 -0.4884 -3.6251  0.0111
11 H 3.0735 -3.3787 -3.6550  0.0031
12 H 3.1742 -2.4007 -5.0646  0.0004
13 H 2.3747 -5.3436 -4.9509  0.0000
14 H 3.8043 -4.6632 -5.7450  -0.0001
15 H 2.1989 -4.3680 -6.3958  0.0000
16 H 0.7986 0.1269 -2.8044  -0.0014
17 H 0.6412 -0.1482 -4.5271  0.0002
18 H 2.2176 -0.5506 -3.7929  -0.0035
19 O 0.2030 2.8100 3.8979  0.0001
20 S -0.9498 2.0825 3.5170  -0.0007
21 O -1.4798 1.0472 4.3280  0.0001
22 O -2.1035 3.1088 3.2268  0.0001
23 C -1.8238 4.2658 2.4215  0.0001
24 C -3.1468 4.8200 1.8721  0.0000
25 C -0.6543 1.3985 1.9166  -0.0021
26 H -1.1474 4.0766 1.5834  -0.0001
27 H -1.3035 4.9954 3.0397  0.0000
28 H -3.9506 4.4947 2.5321  0.0000
29 H -3.2797 4.6422 0.8150  0.0000
30 H -3.1241 5.8907 2.0931  0.0000
31 H -0.3233 2.1300 1.1861  -0.0005
32 H -1.5173 0.8132 1.6098  0.0008
33 H 0.1799 0.7007 2.0354  0.0140
34 O 2.4490 -2.0039 3.1406  0.0064
35 S 3.0109 -0.7559 3.5743  0.0154
36 O 4.3920 -0.7161 3.9602  -0.0005
37 O 2.7884 0.3352 2.4696  0.0112
38 C 3.7294 1.4619 2.3774  0.0003
39 C 2.9571 2.5444 1.6737  0.0015
40 C 2.0014 -0.1997 4.8919  0.0008
41 H 4.5684 1.1301 1.7693  -0.0010
42 H 4.0736 1.7014 3.3786  -0.0004
43 H 3.6126 3.3928 1.4645  0.0000
44 H 2.1190 2.9257 2.2548  0.0000
45 H 2.6280 2.1758 0.7005  -0.0021
46 H 0.9981 -0.1164 4.4753  -0.0002
47 H 2.3180 0.7661 5.2824  0.0000
48 H 2.0102 -0.8923 5.7291  0.0000
49 O -1.2817 1.1184 -3.5366  -0.0004
50 S -1.6585 1.5434 -2.2262  0.0045
51 O -0.7359 2.2462 -1.3828  0.0004
52 O -2.9878 2.3919 -2.3617  -0.0004
53 C -2.9321 3.5404 -3.2347  -0.0001
54 C -2.4778 4.7658 -2.4712  0.0001
55 C -2.3734 0.1786 -1.3658  -0.0013
56 H -3.9354 3.7647 -3.5979  0.0000
57 H -2.3618 3.2958 -4.1307  0.0000
58 H -1.4356 4.6851 -2.1626  0.0000
59 H -3.0556 4.7625 -1.5424  0.0000
60 H -2.6865 5.7210 -2.9441  0.0000
61 H -2.7558 -0.4804 -2.1386  0.0004
62 H -3.1500 0.5743 -0.7177  0.0000
63 H -1.5716 -0.2656 -0.7763  0.0073
64 O 1.1652 -3.3109 0.6534  0.0232
65 S 0.4580 -4.4114 1.2970  0.0041
66 O 1.1374 -5.2420 2.1981  0.0021
67 O -0.7637 -3.7910 2.0212  0.0016
68 C -1.3795 -2.6069 1.4522  0.0026
69 C -2.8393 -2.5760 1.8213  0.0007
70 C -0.2826 -5.3418 0.0083  0.0020
71 H -1.2144 -2.4816 0.3782  0.0000
72 H -0.8366 -1.7497 1.8598  -0.0014
73 H -3.3648 -3.4015 1.3419  0.0001
74 H -3.2804 -1.6350 1.4948  0.0001
75 H -2.9632 -2.6201 2.9021  -0.0001
76 H -0.7871 -4.6512 -0.6620  0.0004
77 H -0.9679 -6.0634 0.4460  0.0007
78 H 0.5126 -5.9049 -0.4775  -0.0004

***

Record 2
Molecular formula: C15H41N2O17S3V
Method: DFT, wB97M-V/def2-TZVPD

2S+1: 1
Highest occupied orbital energy (eV): -9.69
E_tot (hartree): -4122.9177

Each line ends with the Mulliken charge.
Cartesian coordinates (Å):
1 O -0.1446 -1.7380 -3.0838  -0.6243
2 V 1.2598 -0.9782 -3.1001  1.5633
3 O 1.0474 0.6011 -3.0958  -0.6331
4 C -0.0180 -0.0404 0.0366  -1.4020
5 C 1.4928 -0.2738 0.0181  2.2930
6 C 2.0335 -0.6876 1.3956  -0.9055
7 O 2.0235 -1.0162 -1.0445  -0.8031
8 H -0.4500 -1.0502 0.0255  0.0152
9 H -0.2830 0.4377 -0.9072  0.3450
10 H -0.4337 0.5097 0.8767  0.2873
11 H 1.8483 0.7731 -0.0896  -0.4369
12 H 1.8866 -1.7635 1.5489  0.1755
13 H 1.6750 -0.1510 2.2734  0.3150
14 H 3.1173 -0.5733 1.4237  -0.2076
15 C 4.8694 1.6210 0.3556  0.0520
16 O 5.1392 0.7087 -0.6916  -0.5417
17 H 4.4860 1.0501 1.2160  -0.1950
18 H 5.7587 2.1315 0.7125  0.4034
19 H 4.0326 2.2889 0.1237  -0.0389
20 H 4.3313 0.2098 -0.8387  0.3103
21 O 3.7493 6.1068 -4.6957  -0.6127
22 S 3.3519 5.7569 -3.3625  1.1512
23 O 3.2910 6.7969 -2.3741  -0.6154
24 O 1.9705 4.9577 -3.4567  -0.2727
25 C 1.0174 5.0095 -2.3970  -0.4390
26 C 0.4427 3.6403 -2.0870  -0.6631
27 C 4.4184 4.4477 -2.7969  -0.8579
28 H 0.2258 5.6820 -2.7455  0.2901
29 H 1.2656 5.4898 -1.4464  0.3872
30 H 0.0947 3.1272 -2.9823  0.3286
31 H -0.4086 3.7728 -1.4193  0.3823
32 H 1.1964 3.0223 -1.5970  -0.0545
33 H 5.4309 4.8464 -2.8425  0.4192
34 H 4.2884 3.5564 -3.3985  0.3170
35 H 4.2040 4.2924 -1.7398  0.2100
36 O -3.3911 -1.0978 0.2977  -0.4023
37 S -4.4813 -0.3861 0.9255  1.1802
38 O -4.2143 0.7777 1.7067  -0.6662
39 O -5.4892 0.0466 -0.2519  -0.4168
40 C -5.5493 -0.8417 -1.3703  0.0799
41 C -4.5311 -0.3723 -2.3928  -1.0800
42 C -5.5297 -1.5605 1.7653  -0.9716
43 H -6.5301 -0.7889 -1.8412  0.4260
44 H -5.3447 -1.8974 -1.1739  -0.0781
45 H -4.4863 -0.9864 -3.2957  0.3800
46 H -3.5084 -0.3989 -2.0191  0.1584
47 H -4.7562 0.6552 -2.6824  0.3357
48 H -6.0872 -2.1746 1.0673  0.2971
49 H -6.1987 -0.9841 2.4049  0.3856
50 H -4.9276 -2.1369 2.4676  0.3438
51 O -2.9094 -5.2942 2.3978  -0.6032
52 S -1.9248 -5.5420 1.3910  1.1727
53 O -1.1044 -6.7085 1.3965  -0.6172
54 O -2.6190 -5.5329 -0.0829  -0.4133
55 C -3.6268 -4.5646 -0.3637  0.1847
56 C -4.9800 -5.1975 -0.6948  -1.1881
57 C -0.8741 -4.0828 1.1735  -0.9756
58 H -3.1335 -3.8597 -1.0446  0.4152
59 H -3.8290 -3.8179 0.4210  -0.0126
60 H -5.4131 -4.4429 -1.3621  0.3027
61 H -5.6534 -5.1981 0.1574  0.2682
62 H -4.7979 -6.1567 -1.1673  0.3874
63 H -0.6576 -4.1177 0.1077  0.3632
64 H -0.0052 -4.1315 1.8180  0.5175
65 H -1.5137 -3.2114 1.3095  0.2188
66 C 5.3042 -1.0418 3.4011  -0.6501
67 N 5.8313 -1.8818 2.2818  0.9106
68 O 5.1902 -1.8510 1.2519  -0.4415
69 O 6.9196 -2.3920 2.4311  -0.5581
70 H 5.8282 -1.3080 4.3145  0.3061
71 H 4.2489 -1.2688 3.4988  0.2452
72 H 5.5781 -0.0258 3.1333  0.2520
73 C 0.1812 2.5397 3.4546  -0.6041
74 N 0.0214 3.6008 2.4031  0.9620
75 O 1.0193 3.9573 1.8119  -0.5314
76 O -1.0791 4.0960 2.2768  -0.5523
77 H 0.4384 3.0746 4.3620  0.3351
78 H 1.0640 2.0445 3.0529  0.1336
79 H -0.6884 1.8964 3.4473  0.2583

***

Record 3
Molecular formula: C15H41NO6Si
Method: DFT, wB97M-V/def2-TZVPD

SMILES: CCCN[SiH3].COCCOC.COCCOC.COCCOC
2S+1: 1
Highest occupied orbital energy (eV): -9.21
E_tot (hartree): -1391.6418

Each line ends with the natural charge from an NBO analysis.
Cartesian coordinates (Å):
1 C -6.2798 1.9292 4.2799  -0.6294
2 C -5.0566 1.5790 3.3831  -0.4223
3 C -4.5176 0.1519 3.5960  -0.2272
4 N -4.3493 -0.2191 5.0164  -1.0156
5 Si -3.2202 0.8671 5.8826  1.0451
6 H -6.2982 1.3481 5.2056  0.2253
7 H -7.2277 1.9002 3.7413  0.2093
8 H -6.1428 2.9726 4.6010  0.2066
9 H -5.4072 1.6202 2.3427  0.2122
10 H -4.2858 2.3527 3.4523  0.2038
11 H -3.6126 -0.0019 2.9835  0.1919
12 H -5.2694 -0.5294 3.1638  0.1849
13 H -3.8654 -1.1121 5.0000  0.3724
14 H -2.2756 0.1431 6.7419  -0.1818
15 H -4.0241 1.7323 6.7786  -0.1877
16 H -2.5315 1.7346 4.8988  -0.1917
17 C 0.4194 -2.9108 0.9699  -0.2530
18 O 1.3353 -2.0426 1.6151  -0.5527
19 C 1.0579 -0.6683 1.3670  -0.0966
20 C 0.3481 -0.0268 2.5435  -0.0881
21 O -0.9578 -0.5631 2.7228  -0.5576
22 C -1.0207 -1.5136 3.7711  -0.2569
23 H 0.5482 -3.9072 1.3916  0.1896
24 H -0.6154 -2.5972 1.1250  0.1781
25 H 0.6326 -2.9531 -0.1036  0.1627
26 H 0.4744 -0.5486 0.4495  0.1720
27 H 2.0187 -0.1677 1.2210  0.2036
28 H 0.2300 1.0421 2.3418  0.1862
29 H 0.9402 -0.1330 3.4569  0.1764
30 H -0.9752 -1.0058 4.7409  0.1676
31 H -0.2145 -2.2475 3.7049  0.1871
32 H -1.9736 -2.0384 3.6922  0.1828
33 C 2.7947 2.2151 -3.4795  -0.2547
34 O 3.6383 3.1180 -2.7820  -0.5519
35 C 3.0882 3.5162 -1.5357  -0.0884
36 C 3.7178 2.7508 -0.3877  -0.0877
37 O 3.3769 1.3715 -0.4422  -0.5589
38 C 4.4217 0.5698 -0.9709  -0.2563
39 H 3.3710 1.7735 -4.2906  0.1935
40 H 2.4391 1.4121 -2.8314  0.1810
41 H 1.9395 2.7508 -3.9058  0.1641
42 H 2.0016 3.3905 -1.5314  0.1738
43 H 3.3054 4.5815 -1.4131  0.1839
44 H 3.3245 3.1434 0.5554  0.1817
45 H 4.8031 2.8845 -0.3802  0.1775
46 H 5.2200 0.4543 -0.2306  0.1679
47 H 4.8324 0.9956 -1.8888  0.1835
48 H 4.0081 -0.4125 -1.1977  0.1917
49 C -0.5485 -1.2554 -6.0616  -0.2552
50 O 0.1555 -2.4827 -5.9637  -0.5508
51 C 1.5548 -2.3289 -6.1563  -0.0890
52 C 2.3012 -2.3396 -4.8355  -0.0882
53 O 1.9856 -1.1980 -4.0500  -0.5560
54 C 1.0548 -1.4839 -3.0188  -0.2570
55 H -1.5539 -1.4148 -5.6739  0.1907
56 H -0.0703 -0.4658 -5.4778  0.1779
57 H -0.6205 -0.9451 -7.1091  0.1682
58 H 1.7725 -1.4147 -6.7157  0.1752
59 H 1.8910 -3.1798 -6.7561  0.1850
60 H 3.3758 -2.3018 -5.0392  0.1845
61 H 2.0967 -3.2606 -4.2824  0.1769
62 H 1.5450 -2.0387 -2.2117  0.1671
63 H 0.2019 -2.0564 -3.3906  0.1827
64 H 0.6919 -0.5358 -2.6220  0.1903